Record 1
150
Properties=species:S:1:pos:R:3:forces:R:3:lowdin_charge:R:1 method="wB97M-V/def2-TZVPD" e_lumo_ev=0.5123 mol_weight_g_mol=900.3 multiplicity=1 total_charge=0 e_tot_ev=-76898.40765
C -4.4127 -2.4714 2.4160 -0.88 0.39 0.02 -0.0609
C -3.6382 -1.2923 1.7952 0.07 -1.30 0.70 -0.2750
O -4.2292 -0.7815 0.6406 0.70 0.11 -0.37 -0.1984
C -5.4595 -0.1406 0.7797 -0.47 0.60 0.79 -0.3145
C -5.6715 0.6115 -0.5230 -1.28 -1.07 0.08 -0.0629
H -5.2826 -2.0261 2.8944 -0.30 -0.15 0.19 0.0643
H -4.8154 -3.2181 1.7155 0.46 0.35 -0.15 0.0763
H -3.8935 -3.0086 3.2069 0.40 0.16 -0.07 0.0678
H -3.5406 -0.5153 2.5614 0.14 0.12 -0.04 0.1131
H -2.6528 -1.6492 1.5081 0.22 0.21 -0.09 0.1004
H -6.2314 -0.8991 0.9545 -0.23 0.15 -0.12 0.1139
H -5.5037 0.5605 1.6756 0.36 -0.63 -0.81 0.1368
H -6.6587 1.1348 -0.4484 0.88 -0.24 -0.41 0.0914
H -5.6992 -0.1777 -1.3330 0.07 1.19 0.57 0.0919
H -4.8428 1.3005 -0.6580 -0.06 0.15 -0.28 0.0476
C 3.2509 0.0478 0.7700 -0.26 -1.25 -0.75 -0.0727
C 1.8104 0.3304 1.1417 0.10 1.72 1.82 -0.2509
O 0.9164 -0.1858 0.1338 -0.30 0.70 1.05 -0.2137
C -0.4384 0.3844 0.2114 1.16 0.54 0.92 -0.2361
C -1.2700 -0.4069 -0.7212 -1.50 0.01 -0.38 -0.0818
H 3.3115 0.3074 -0.2834 0.55 0.14 -0.20 0.0531
H 4.0606 0.5294 1.3309 -0.65 0.22 0.08 0.0843
H 3.4214 -1.0422 0.8463 0.05 0.31 -0.07 0.0727
H 1.6388 -0.0476 2.2016 -0.46 0.08 -1.51 0.1044
H 1.7132 1.4679 1.2401 -0.24 -1.31 -0.36 0.1177
H -0.7932 0.3522 1.2893 0.41 -0.07 -1.26 0.1138
H -0.4174 1.4511 -0.1252 0.27 -0.57 0.45 0.1192
H -0.7679 -0.5872 -1.6554 0.19 0.42 -0.63 0.0524
H -2.2950 0.0028 -0.8892 0.89 -0.02 -0.01 0.0899
H -1.4523 -1.3820 -0.3492 -0.15 -1.09 0.62 0.0397
C 2.0015 4.1689 -2.3721 0.17 0.03 -0.65 -0.0635
C 3.3272 3.4646 -2.6208 -0.03 -0.11 -0.56 -0.2723
O 3.0595 2.5178 -3.6210 -0.03 -1.02 -1.66 -0.2384
C 4.1612 1.7218 -4.1651 -0.04 0.23 1.45 -0.2236
C 3.9575 1.5456 -5.6642 -1.14 -2.36 1.32 -0.0658
H 2.0265 4.9453 -1.6404 0.39 0.39 0.88 0.0557
H 1.7130 4.7082 -3.2888 -0.06 -0.56 0.12 0.0919
H 1.2329 3.4568 -2.0924 -0.17 -0.12 -0.06 0.0559
H 4.0463 4.1719 -3.0332 0.33 0.24 0.30 0.1173
H 3.7670 2.9016 -1.8018 -0.02 0.42 0.72 0.1140
H 5.1251 2.2631 -3.9890 -0.63 -0.41 0.07 0.1228
H 4.1355 0.7620 -3.5574 0.36 0.87 -1.01 0.1179
H 4.7256 0.8917 -6.0927 -0.16 0.07 0.15 0.0824
H 3.9899 2.4719 -6.1369 -0.05 1.64 -0.89 0.0497
H 2.9496 1.0586 -5.8142 1.04 0.48 -0.09 0.0761
C -3.9137 -1.1404 -5.4423 -0.46 0.65 1.63 -0.0759
C -3.2762 -1.9598 -4.3549 0.06 -1.11 -0.18 -0.2950
O -4.2811 -2.4028 -3.4466 0.78 1.02 -0.48 -0.1541
C -3.8789 -3.3635 -2.5082 1.38 -0.66 -0.94 -0.3138
C -5.0350 -3.5627 -1.6433 -1.06 0.19 0.99 -0.0836
H -3.1363 -0.9545 -6.1402 0.63 0.76 -0.77 0.0570
H -4.6610 -1.7290 -5.9488 -0.63 0.13 -0.04 0.0699
H -4.2910 -0.1865 -4.9290 0.25 -1.28 -1.26 0.1060
H -2.7049 -2.8274 -4.7735 -0.56 0.28 0.19 0.1285
H -2.5228 -1.3351 -3.8980 0.29 0.24 0.77 0.0951
H -3.6596 -4.2952 -3.0655 0.13 0.09 0.21 0.1253
H -2.9499 -3.1367 -1.9265 -0.53 0.38 -0.45 0.1272
H -5.3293 -2.6274 -1.1688 0.22 -0.02 0.34 0.0656
H -4.8625 -4.3402 -0.9260 0.15 -0.30 0.67 0.0751
H -5.8872 -3.8599 -2.2160 -0.57 -0.30 -0.59 0.0757
N 4.1106 -1.8861 6.9169 2.03 1.63 -1.78 0.0347
C 3.9943 -0.5619 7.1614 -0.33 2.55 0.22 -0.1559
C 4.7493 0.1751 6.2495 -0.31 -1.28 0.20 -0.1037
C 5.3669 -0.7750 5.3879 0.16 -0.27 0.34 -0.1269
C 4.9989 -2.0104 5.8375 -1.23 -1.18 0.46 -0.1430
H 3.5893 -2.6233 7.2902 -0.68 -0.91 0.68 0.1278
H 3.3981 -0.0599 7.9371 0.16 -0.97 -0.30 0.1166
H 4.8702 1.2377 6.1695 -0.17 0.18 0.27 0.0848
H 6.0640 -0.6028 4.5819 -0.09 0.08 0.03 0.0942
H 5.1549 -3.0186 5.4887 0.35 0.13 -0.27 0.1036
N 0.6226 -4.0881 -1.4181 0.35 1.48 0.40 0.0437
C 0.2367 -3.8184 -0.1368 0.35 2.22 0.26 -0.1713
C -0.2268 -4.9593 0.4326 0.01 0.66 0.97 -0.1303
C -0.1143 -5.9818 -0.5445 -0.32 -0.53 1.21 -0.1189
C 0.4428 -5.4136 -1.6077 0.57 1.08 -3.46 -0.1635
H 0.9148 -3.3707 -2.1067 -0.14 -1.04 0.66 0.1281
H 0.3503 -2.7991 0.3151 -0.11 -1.19 -0.56 0.1209
H -0.4554 -4.8744 1.4870 -0.43 -0.86 -0.09 0.0954
H -0.4208 -6.9888 -0.5824 -0.32 -0.94 0.53 0.0857
H 0.6134 -5.6991 -2.6310 0.00 -0.86 0.07 0.1182
N 1.0071 4.2912 3.1005 -0.20 0.95 0.89 0.0175
C 2.0328 4.1364 2.2478 0.83 -0.59 -0.60 -0.1865
C 3.2195 4.1345 2.9438 0.08 -0.41 -0.31 -0.1129
C 2.8878 4.3553 4.3090 -0.92 0.86 -0.26 -0.1164
C 1.5184 4.5556 4.3873 -0.17 -1.09 -1.31 -0.1075
H 0.0536 4.1707 2.7639 0.15 0.36 0.71 0.1120
H 1.8495 4.0438 1.1855 0.06 -0.23 0.12 0.1013
H 4.1878 3.8919 2.5000 -0.35 0.38 0.33 0.0935
H 3.5594 4.5418 5.1164 0.33 -0.11 0.32 0.0807
H 0.8584 4.8554 5.1849 0.11 -0.22 0.06 0.0972
N 1.9891 -1.2918 4.3247 -0.77 0.94 0.06 0.0245
C 1.0428 -0.3194 4.5724 0.33 0.14 -0.13 -0.1564
C -0.2143 -0.8353 4.3341 1.05 -0.28 0.42 -0.1095
C -0.0086 -2.2193 3.9814 -0.67 0.43 -0.45 -0.0988
C 1.3508 -2.4067 3.9277 -0.24 -1.31 0.14 -0.1566
H 2.9859 -1.2042 4.4165 0.18 0.16 0.08 0.1089
H 1.3651 0.6774 4.8310 -0.11 -0.01 0.11 0.1086
H -1.1002 -0.2386 4.4899 -0.21 -0.37 -0.13 0.0819
H -0.7790 -2.9714 3.7570 0.56 0.51 0.10 0.0895
H 1.9194 -3.2936 3.7094 -0.01 -0.17 -0.12 0.1048
N 2.6791 -5.7246 1.6036 1.85 -2.08 1.96 0.0323
C 3.4241 -4.6915 1.1587 -1.13 0.52 -0.37 -0.1538
C 4.5667 -4.5652 1.9134 0.14 0.98 -0.83 -0.1306
C 4.5792 -5.6261 2.7956 -1.18 -2.84 1.46 -0.1398
C 3.4214 -6.3938 2.5874 0.31 2.18 -0.75 -0.1044
H 1.8224 -6.1173 1.2665 -0.22 0.45 -0.61 0.1091
H 2.9424 -4.1692 0.3649 0.39 0.86 -0.43 0.0895
H 5.3064 -3.7793 1.8562 -0.10 -0.09 -0.23 0.0904
H 5.2698 -5.9598 3.5704 0.15 0.59 -0.41 0.0917
H 3.0483 -7.2629 3.0700 -0.15 -0.45 0.26 0.0879
N -2.4435 5.8986 -0.4640 0.68 0.26 0.61 0.0164
C -2.8217 4.7542 -1.1384 0.26 1.22 0.79 -0.1432
C -4.1694 4.7460 -1.2489 0.73 1.81 0.55 -0.1291
C -4.6148 5.9624 -0.6294 -0.78 -0.48 -0.06 -0.1101
C -3.5464 6.6659 -0.1147 -0.08 -1.89 -0.97 -0.1081
H -1.5160 6.1151 -0.0867 -0.63 -0.42 -0.55 0.1526
H -2.1367 4.0496 -1.4989 1.04 -0.66 -0.32 0.0860
H -4.6971 4.0394 -1.8146 -0.91 -0.71 -0.49 0.0822
H -5.6678 6.1520 -0.6270 -0.24 0.72 0.33 0.0838
H -3.4382 7.5582 0.4716 -0.12 0.10 -0.06 0.1040
N 0.2749 2.0568 -4.6551 0.52 -0.83 1.19 0.0130
C -0.9073 2.1724 -3.9253 0.82 -0.10 -1.04 -0.1476
C -1.9508 2.3076 -4.8043 2.06 0.16 -0.98 -0.1010
C -1.3605 2.2786 -6.1251 0.18 -0.32 1.29 -0.1040
C -0.0016 2.0774 -6.0014 -0.25 0.35 0.61 -0.1320
H 1.2046 1.8059 -4.2206 -1.41 0.74 -0.78 0.1300
H -0.8911 2.1709 -2.8596 0.06 -0.05 0.47 0.0763
H -2.9388 2.5724 -4.5640 -1.06 -0.01 0.22 0.0722
H -1.9164 2.3863 -7.0073 -0.43 0.11 -1.11 0.0688
H 0.8170 2.0258 -6.7202 -0.51 -0.04 0.20 0.1046
N 2.1744 -1.3291 -2.2245 -0.28 0.49 2.33 -0.0020
C 3.4716 -1.7605 -2.3160 -0.55 0.61 0.63 -0.1438
C 3.6817 -2.1057 -3.6146 -0.06 -0.72 -0.46 -0.1243
C 2.4484 -1.9773 -4.3103 -0.11 1.21 -1.24 -0.1036
C 1.5583 -1.4123 -3.3973 -1.97 -0.27 -1.88 -0.1903
H 1.6719 -1.0086 -1.3665 0.80 -0.16 -0.67 0.1184
H 4.0754 -1.6918 -1.4313 0.35 -0.23 -0.09 0.0985
H 4.5954 -2.4800 -4.0292 0.25 -0.06 -0.07 0.0904
H 2.3448 -2.0077 -5.4299 -0.13 -0.26 1.52 0.1101
H 0.4745 -1.0846 -3.4795 1.66 -0.50 -0.13 0.1252
N -3.6816 3.2187 1.5074 -0.12 0.56 0.88 0.0189
C -2.7592 2.2145 1.4974 -0.03 0.09 -0.13 -0.1508
C -1.9510 2.3556 2.6052 -0.98 1.22 0.68 -0.1258
C -2.4321 3.4976 3.3635 -1.09 0.18 -1.46 -0.0908
C -3.5396 4.0390 2.6176 2.68 -2.47 0.43 -0.0880
H -4.3109 3.3925 0.7323 0.14 0.12 0.30 0.1126
H -2.8165 1.4847 0.6879 0.24 0.23 0.46 0.0926
H -1.1533 1.7450 2.9627 0.34 -0.46 -0.15 0.0645
H -1.9784 3.8163 4.3226 -0.69 -0.03 -0.83 0.0918
H -4.1826 4.8553 2.7894 -0.49 0.70 0.11 0.0862

=====

Record 2
153
Properties=species:S:1:pos:R:3:forces:R:3:lowdin_charge:R:1 method="wB97M-V/def2-TZVPD" e_lumo_ev=2.2196 mol_weight_g_mol=1127.9 multiplicity=1 total_charge=-1 e_tot_ev=-173443.02190
Ti 0.0540 -0.3891 0.0651 0.08 -0.60 0.97 1.0695
C -5.6328 3.8534 0.0425 0.02 0.02 0.00 -0.0471
C -4.7491 3.9973 1.2901 0.00 0.02 -0.02 -0.5570
C -3.9296 5.2907 1.1809 0.00 0.01 0.01 -0.0507
C -5.6621 4.1226 2.5103 -0.01 -0.02 0.00 -0.0748
C -3.8119 2.7934 1.3816 0.04 -0.02 0.03 -0.1700
C -2.8675 2.5932 0.3679 -0.04 -0.03 0.12 0.0365
C -2.0173 1.5062 0.4204 -0.02 -0.03 0.12 -0.1678
N -1.1207 1.0648 -0.5587 -0.03 0.14 -0.37 -0.0094
C -1.5031 1.0113 -1.9061 -0.18 -0.07 0.23 -0.1833
C -2.0734 2.0162 -2.6748 -0.04 -0.05 0.00 0.0384
C -2.5447 1.7288 -3.9528 -0.01 -0.08 -0.05 -0.1787
C -2.4343 0.4210 -4.4216 0.03 0.05 0.01 -0.0072
C -1.8117 -0.5997 -3.7014 0.07 -0.07 0.03 -0.0993
C -1.3022 -0.2652 -2.4454 0.22 0.04 -0.03 -0.2713
O -0.6088 -1.0930 -1.6343 0.33 -0.01 -0.05 -0.2530
C -1.6911 -2.0281 -4.2357 -0.05 0.00 -0.07 -0.5133
C -2.2247 -3.0236 -3.1922 -0.04 -0.01 -0.01 -0.0333
C -0.2262 -2.3360 -4.5823 -0.01 -0.03 -0.04 -0.0479
C -2.5072 -2.2355 -5.5150 -0.02 0.00 0.01 -0.0693
C -3.2062 2.7880 -4.8378 0.00 0.03 0.02 -0.5528
C -4.6613 2.3845 -5.1157 0.00 -0.02 0.00 -0.0500
C -3.2143 4.1658 -4.1739 0.00 0.00 0.01 -0.0657
C -2.4555 2.9090 -6.1711 -0.01 0.01 0.00 -0.0509
C -2.0684 0.6199 1.5267 -0.17 -0.02 -0.30 -0.2124
O -1.2047 -0.4170 1.4275 0.07 0.21 0.19 -0.2674
C -3.0257 0.7630 2.5199 0.27 0.13 0.22 -0.0859
C -3.8702 1.8811 2.4205 -0.04 0.07 0.00 0.0020
C -3.1606 -0.1327 3.7595 0.00 -0.02 0.00 -0.5231
C -2.5905 0.6338 4.9630 0.03 -0.01 0.00 -0.0402
C -4.6427 -0.4410 4.0200 -0.03 -0.01 0.02 -0.0586
C -2.4285 -1.4780 3.6687 -0.02 0.05 -0.05 -0.0614
H -6.3038 4.7121 -0.0531 0.00 0.00 0.00 0.0800
H -6.2363 2.9457 0.1031 0.00 0.00 0.00 0.0891
H -5.0280 3.7912 -0.8636 -0.01 0.00 -0.01 0.0662
H -4.5952 6.1555 1.1083 0.00 0.00 0.00 0.0788
H -3.2848 5.2888 0.3018 0.00 -0.01 0.00 0.0746
H -3.2932 5.4171 2.0589 0.00 0.00 0.00 0.0904
H -6.2850 5.0144 2.4094 0.00 0.00 0.00 0.0795
H -5.0856 4.2161 3.4328 0.00 0.01 0.00 0.0853
H -6.3261 3.2610 2.6075 0.01 0.00 0.00 0.0828
H -2.8099 3.2898 -0.4526 0.02 0.00 -0.04 0.0901
H -2.1354 3.0123 -2.2706 0.00 0.03 -0.03 0.0899
H -2.8276 0.1974 -5.4036 -0.01 -0.03 -0.01 0.0924
H -1.7120 -2.9376 -2.2365 -0.09 -0.02 -0.05 0.0610
H -2.1132 -4.0470 -3.5633 0.00 0.00 0.00 0.0834
H -3.2873 -2.8408 -3.0165 0.00 0.01 0.01 0.0933
H 0.4627 -1.9788 -3.8189 0.03 0.01 0.08 0.0455
H 0.0539 -1.8408 -5.5146 -0.01 0.00 0.02 0.0737
H -0.0843 -3.4125 -4.7231 -0.02 0.02 -0.01 0.0816
H -3.5684 -2.0370 -5.3506 0.01 0.01 0.01 0.0882
H -2.4049 -3.2735 -5.8418 0.00 0.00 0.00 0.0837
H -2.1577 -1.5959 -6.3279 0.00 -0.01 0.00 0.0786
H -5.2067 2.2581 -4.1785 -0.01 0.01 0.00 0.0881
H -4.7145 1.4421 -5.6632 0.00 0.00 0.01 0.0754
H -5.1643 3.1516 -5.7114 0.00 0.00 0.00 0.0792
H -3.7925 4.1608 -3.2473 0.00 0.00 0.00 0.0736
H -3.6693 4.8951 -4.8482 -0.01 0.00 0.00 0.0819
H -2.2028 4.5062 -3.9437 0.00 0.00 -0.01 0.0882
H -2.4268 1.9573 -6.7037 0.00 0.00 0.00 0.0771
H -1.4255 3.2305 -6.0077 0.01 0.00 0.00 0.0767
H -2.9458 3.6440 -6.8161 0.00 0.00 0.00 0.0805
H -4.5954 2.0347 3.2072 0.03 -0.01 -0.03 0.0850
H -3.1284 1.5697 5.1262 0.01 0.01 -0.01 0.0792
H -1.5374 0.8735 4.7961 -0.02 0.00 0.00 0.0795
H -2.6659 0.0278 5.8711 0.00 0.00 0.00 0.0832
H -5.2077 0.4472 4.3057 -0.01 -0.02 -0.01 0.0682
H -4.7305 -1.1626 4.8362 0.00 0.01 0.01 0.0787
H -5.1106 -0.8690 3.1313 0.01 -0.02 0.01 0.0919
H -1.3532 -1.3482 3.5784 0.02 -0.01 -0.02 0.0548
H -2.7604 -2.0654 2.8118 0.00 0.01 -0.02 0.0869
H -2.6339 -2.0474 4.5806 0.00 0.00 -0.01 0.0839
O 2.5398 2.3782 -0.2421 -0.28 0.20 0.38 0.0877
C 2.1093 1.3079 0.1211 0.46 0.00 0.14 -0.5673
O 1.1553 1.0514 0.9793 -0.51 -0.04 -0.77 -0.1404
C 2.7446 0.0007 -0.4205 0.30 0.38 -0.03 -0.6053
O 3.8386 0.0705 -0.9452 -0.01 -0.62 0.02 0.0457
O 2.0026 -1.0426 -0.2054 -0.39 0.19 -0.63 -0.1763
C 4.2227 1.5483 3.3728 -0.02 -0.01 0.03 -0.1217
C 3.2639 0.8922 4.3707 0.05 0.09 -0.04 -0.7115
C 1.9560 1.6908 4.3479 0.01 0.00 0.02 -0.1334
C 3.8767 0.9339 5.7659 -0.01 -0.01 0.00 -0.1198
Sb 2.7532 -1.0841 3.5547 -0.26 -0.08 -0.10 1.6437
C 4.7148 -2.0311 3.2097 0.02 -0.02 -0.05 -0.7137
C 5.8078 -1.7660 4.2378 0.00 0.01 -0.01 -0.1183
C 5.1644 -1.5359 1.8319 0.02 -0.03 0.02 -0.1361
C 4.4735 -3.5376 3.0994 0.02 0.00 0.01 -0.1433
C 1.9908 -2.1700 5.3273 0.03 0.00 0.07 -0.7126
C 3.0135 -2.5440 6.3955 -0.02 -0.02 -0.01 -0.1209
C 1.3231 -3.4386 4.7885 -0.03 0.03 -0.02 -0.1491
C 0.8953 -1.3093 5.9597 0.00 -0.01 -0.02 -0.1374
H 4.3295 2.6115 3.6217 0.00 0.00 0.00 0.0869
H 3.8524 1.4947 2.3458 0.01 0.01 0.01 0.0692
H 5.2186 1.1031 3.4027 0.00 -0.01 -0.01 0.0581
H 2.1511 2.7155 4.6901 0.01 0.00 -0.03 0.0848
H 1.1960 1.2681 5.0076 0.01 -0.01 0.01 0.0504
H 1.5405 1.7436 3.3391 -0.01 0.00 0.02 0.0620
H 4.1572 1.9677 6.0090 -0.01 0.00 0.00 0.0810
H 4.7761 0.3217 5.8457 0.01 0.00 0.00 0.0577
H 3.1728 0.6044 6.5313 0.00 -0.02 0.01 0.0563
H 6.0748 -0.7094 4.2824 0.00 0.00 0.00 0.0576
H 6.7157 -2.3176 3.9572 0.00 0.00 0.00 0.0805
H 5.5231 -2.0867 5.2406 0.00 0.00 0.02 0.0579
H 5.3814 -0.4678 1.8188 -0.01 0.01 -0.01 0.0647
H 4.4127 -1.7218 1.0626 0.01 -0.01 0.00 0.0604
H 6.0821 -2.0624 1.5372 0.00 0.01 0.00 0.0844
H 4.2372 -3.9932 4.0621 -0.01 -0.01 0.00 0.0530
H 5.3819 -4.0231 2.7191 0.00 0.00 0.00 0.0812
H 3.6621 -3.7640 2.4010 0.00 0.01 0.00 0.0639
H 3.7406 -3.2696 6.0284 0.02 0.01 -0.01 0.0556
H 2.5019 -3.0053 7.2519 -0.01 0.00 0.00 0.0803
H 3.5602 -1.6763 6.7660 0.00 0.01 0.01 0.0588
H 2.0317 -4.1081 4.2981 0.01 -0.01 0.00 0.0511
H 0.5384 -3.2034 4.0645 0.02 0.00 0.01 0.0446
H 0.8626 -3.9891 5.6199 0.00 -0.01 0.00 0.0810
H 1.3046 -0.4694 6.5220 0.00 0.03 -0.01 0.0605
H 0.3091 -1.9207 6.6585 0.02 0.01 0.02 0.0840
H 0.1982 -0.9148 5.2167 0.01 -0.01 0.00 0.0466
C 1.7321 1.6807 -6.5093 0.01 0.01 0.00 -0.1698
C 0.9130 1.2012 -5.3194 0.02 0.07 0.01 -0.4399
As 1.9222 0.6325 -3.7204 -0.06 -0.06 0.07 1.2773
C 3.2427 2.0837 -3.6452 0.00 -0.03 0.01 -0.4355
C 2.5672 3.4190 -3.3515 0.01 0.01 -0.04 -0.1785
C 3.0149 -0.7626 -4.6063 0.01 0.08 -0.04 -0.4369
C 3.5886 -1.7567 -3.6036 0.05 -0.03 -0.03 -0.1793
H 1.0981 1.8866 -7.3768 -0.01 0.00 0.01 0.0611
H 2.4722 0.9364 -6.8121 -0.01 0.00 -0.01 0.0561
H 2.2716 2.5997 -6.2738 0.01 0.00 0.00 0.0541
H 0.2887 0.3472 -5.5875 0.01 0.02 -0.03 0.0372
H 0.2165 1.9702 -4.9807 0.00 0.01 -0.01 0.0361
H 3.8115 2.1134 -4.5781 0.00 -0.01 0.00 0.0528
H 3.9182 1.8088 -2.8332 0.00 0.04 0.01 0.0526
H 1.8287 3.6739 -4.1178 0.00 0.00 0.01 0.0489
H 3.2972 4.2316 -3.3195 0.01 -0.01 0.03 0.0666
H 2.0668 3.3860 -2.3841 -0.01 0.01 -0.01 0.0478
H 3.8116 -0.2903 -5.1864 0.01 0.02 0.02 0.0565
H 2.3537 -1.2582 -5.3231 0.02 -0.03 0.03 0.0430
H 4.2501 -1.2659 -2.8910 0.01 -0.01 -0.01 0.0532
H 4.1407 -2.5600 -4.1020 -0.01 0.01 -0.01 0.0635
H 2.7977 -2.2091 -3.0030 -0.03 -0.02 0.03 0.0339
C 1.0558 -5.9213 1.0406 0.03 -0.02 0.02 -0.0324
N 1.0140 -5.1620 -0.1904 0.03 -0.04 0.03 -0.1213
C 1.4895 -5.5781 -1.4252 0.00 0.04 -0.05 -0.0500
C 1.3140 -4.5517 -2.2828 0.03 -0.02 0.08 -0.0714
N 0.7499 -3.5235 -1.5621 -0.11 -0.08 -0.07 0.0886
C 0.5634 -3.8883 -0.2837 0.11 0.09 0.13 -0.7057
S -0.0986 -2.9558 0.9667 -0.07 0.03 -0.16 0.7502
H 1.0116 -6.9829 0.8040 0.02 0.01 -0.01 0.0886
H 0.1999 -5.6491 1.6541 0.01 0.02 0.00 0.0686
H 1.9696 -5.7061 1.5970 -0.03 0.01 0.00 0.0878
H 1.9125 -6.5552 -1.5720 -0.01 0.00 0.00 0.1147
H 1.5538 -4.4569 -3.3258 0.00 0.00 0.02 0.1082
H 0.3890 -2.6283 -1.9004 0.12 0.11 0.03 0.0857

=====

Highest occupied orbital energy list, top to bottom, in eV: -7.9; -4.7
ΔE to the lowest compared entry with this formula, charge and spin list, top to bottom, in kJ/mol: 0.0; 36.4